A structure of composition C44H36F9MgN7P, computed with ωB97M-V with the def2-TZVPD basis set.

Element x y z (Å)
1 Mg 11.046 13.259 13.285
2 C 8.943 14.584 6.844
3 C 9.673 14.550 8.169
4 C 11.009 14.759 8.270
5 C 11.646 14.703 9.544
6 C 10.922 14.525 10.710
7 N 11.565 14.640 11.906
8 C 12.153 15.805 12.321
9 C 11.678 17.079 12.051
10 C 12.392 18.178 12.502
11 C 13.475 18.137 13.317
12 C 14.030 19.423 13.870
13 C 14.008 16.879 13.595
14 C 13.331 15.768 13.113
15 N 13.849 14.437 13.352
16 C 15.074 14.023 13.165
17 C 15.307 12.811 13.787
18 C 14.037 12.493 14.233
19 N 13.141 13.474 14.083
20 C 9.501 14.320 10.567
21 C 8.926 14.254 9.297
22 N 8.675 14.270 11.741
23 C 7.446 14.812 11.749
24 C 6.911 14.661 13.006
25 C 7.930 13.879 13.668
26 N 8.986 13.673 12.926
27 H 8.614 15.595 6.786
28 H 7.967 14.054 6.869
29 H 9.608 14.350 6.009
30 H 11.574 14.818 7.358
31 H 12.733 14.853 9.546
32 H 10.891 17.197 11.315
33 H 12.026 19.207 12.257
34 H 15.055 19.149 14.339
35 H 13.425 19.796 14.696
36 H 14.061 20.212 13.067
37 H 14.839 16.674 14.285
38 H 15.801 14.668 12.647
39 H 16.160 12.148 13.749
40 H 13.785 11.579 14.758
41 H 7.923 13.959 9.170
42 H 6.976 15.271 10.896
43 H 5.900 14.901 13.311
44 H 8.004 13.550 14.674
45 F 17.320 9.758 9.711
46 C 16.409 8.953 10.240
47 F 15.960 8.154 9.269
48 F 17.022 8.165 11.146
49 C 15.230 9.564 10.918
50 C 14.288 8.664 11.405
51 C 13.105 9.071 11.968
52 C 12.837 10.485 11.927
53 C 13.714 11.370 11.379
54 C 14.989 10.925 10.980
55 P 11.092 11.037 12.175
56 C 10.295 9.905 13.398
57 C 10.857 9.888 14.675
58 C 10.336 9.138 15.682
59 C 9.182 8.367 15.486
60 C 8.489 8.516 14.301
61 C 9.049 9.242 13.221
62 C 8.524 7.743 16.668
63 F 8.492 8.625 17.688
64 F 7.297 7.325 16.424
65 F 9.216 6.673 17.032
66 C 10.347 10.798 10.514
67 C 11.077 10.335 9.441
68 C 10.422 10.088 8.229
69 C 9.025 10.185 8.126
70 C 8.314 10.636 9.201
71 C 8.935 10.953 10.403
72 C 8.410 9.632 6.839
73 F 7.131 9.984 6.637
74 F 9.102 10.129 5.770
75 F 8.506 8.292 6.786
76 H 14.488 7.585 11.275
77 H 12.362 8.364 12.278
78 H 13.480 12.432 11.386
79 H 15.772 11.601 10.627
80 H 11.702 10.567 14.872
81 H 10.806 9.096 16.634
82 H 7.539 8.019 14.099
83 H 8.529 9.223 12.279
84 H 12.144 10.083 9.472
85 H 10.981 9.668 7.460
86 H 7.272 10.790 9.137
87 H 8.406 11.463 11.209
88 C 9.892 12.705 18.777
89 N 10.825 13.378 17.792
90 C 11.746 14.445 18.210
91 C 10.671 13.118 16.538
92 N 10.618 12.996 15.389
93 H 10.183 13.079 19.785
94 H 9.980 11.593 18.826
95 H 8.876 13.061 18.543
96 H 11.163 15.371 18.258
97 H 12.375 14.564 17.388
98 H 12.375 14.164 19.081

Values from the calculation:
- E_HOMO (eV) = -9.51
- energy relative to the best compared isomer or geometry (same formula, charge and spin) (kJ/mol) = 4.0
- lowest unoccupied orbital energy (Ha) = -0.0806
- total charge = +1

Mulliken atomic charge list, values in e, 4 entries: 2.038, -1.814, 0.674, -1.095



A structure of composition C44H37Br6N7O14, computed with ωB97M-V with the def2-TZVPD basis set.

Element x y z (Å)
1 C 0.379 0.052 -0.087
2 Br -0.053 1.434 -1.416
3 Br -0.214 -1.713 -0.782
4 Br -0.502 0.480 1.641
5 H 1.457 -0.005 0.069
6 C 1.847 -2.284 2.614
7 Br 2.806 -3.783 1.682
8 Br 3.203 -0.945 3.223
9 Br 0.797 -2.959 4.146
10 H 1.126 -1.836 1.930
11 C -3.201 -1.586 2.359
12 C -3.608 -2.883 2.198
13 C -3.951 -3.712 3.309
14 C -3.802 -3.212 4.593
15 C -3.319 -1.874 4.719
16 C -2.949 -1.065 3.609
17 N -4.377 -3.976 5.777
18 O -4.168 -3.502 6.860
19 O -4.946 -5.047 5.567
20 H -2.906 -1.028 1.483
21 H -3.779 -3.190 1.177
22 H -4.275 -4.723 3.109
23 H -3.106 -1.535 5.722
24 H -2.543 -0.070 3.706
25 C 3.977 -4.235 -2.938
26 C 5.354 -4.068 -2.710
27 C 5.773 -2.937 -1.977
28 C 4.792 -2.013 -1.603
29 C 3.405 -2.241 -1.778
30 C 2.984 -3.362 -2.503
31 N 5.104 -0.739 -0.899
32 O 4.226 -0.042 -0.399
33 O 6.300 -0.441 -0.836
34 H 3.747 -5.060 -3.595
35 H 6.099 -4.806 -2.969
36 H 6.824 -2.787 -1.777
37 H 2.705 -1.515 -1.392
38 H 1.970 -3.617 -2.773
39 C -1.836 -6.483 -3.959
40 C -1.435 -5.255 -3.484
41 C -1.115 -5.130 -2.116
42 C -1.181 -6.255 -1.285
43 C -1.628 -7.455 -1.823
44 C -1.848 -7.607 -3.167
45 N -0.859 -6.142 0.119
46 O -0.668 -7.144 0.812
47 O -0.696 -5.049 0.658
48 H -1.992 -6.658 -5.013
49 H -1.158 -4.463 -4.163
50 H -0.823 -4.136 -1.811
51 H -1.622 -8.356 -1.227
52 H -2.120 -8.562 -3.592
53 C -0.602 4.559 -2.883
54 C -1.653 5.032 -2.083
55 C -1.853 6.390 -1.895
56 C -0.947 7.291 -2.494
57 C 0.142 6.847 -3.267
58 C 0.262 5.437 -3.481
59 N -1.162 8.705 -2.342
60 O -0.849 9.430 -3.235
61 O -1.663 9.200 -1.305
62 H -0.510 3.500 -3.072
63 H -2.260 4.290 -1.585
64 H -2.636 6.736 -1.236
65 H 0.829 7.403 -3.888
66 H 1.012 4.972 -4.104
67 C 0.102 0.429 5.632
68 C -0.788 1.321 5.037
69 C -1.993 1.673 5.706
70 C -2.270 1.205 6.993
71 C -1.290 0.371 7.616
72 C -0.096 0.000 6.933
73 N -3.533 1.437 7.718
74 O -3.752 0.776 8.755
75 O -4.379 2.177 7.321
76 H 0.957 0.134 5.041
77 H -0.470 1.674 4.067
78 H -2.678 2.328 5.188
79 H -1.471 -0.074 8.584
80 H 0.645 -0.690 7.307
81 C 0.737 1.786 -7.030
82 C 1.208 0.655 -7.626
83 C 1.176 -0.551 -7.044
84 C 0.716 -0.681 -5.732
85 C 0.365 0.447 -5.052
86 C 0.351 1.691 -5.683
87 N 0.653 -2.006 -5.033
88 O 1.287 -2.882 -5.454
89 O -0.022 -2.104 -4.040
90 H 0.707 2.627 -7.706
91 H 1.441 0.565 -8.677
92 H 1.647 -1.337 -7.615
93 H 0.175 0.473 -3.989
94 H 0.088 2.631 -5.220
95 C 2.008 3.381 1.338
96 C 1.915 4.206 0.222
97 C 1.446 5.504 0.426
98 C 1.028 5.981 1.690
99 C 0.997 5.033 2.730
100 C 1.576 3.802 2.590
101 N 0.530 7.348 1.884
102 O 0.048 7.682 2.951
103 O 0.459 8.091 0.918
104 H 2.415 2.388 1.215
105 H 2.249 3.827 -0.733
106 H 1.320 6.064 -0.489
107 H 0.668 5.267 3.732
108 H 1.521 3.077 3.388

Values from the calculation:
- E_HOMO (spin up / spin down) (eV) = -1.78 / -5.25
- lowest unoccupied orbital energy (spin up / spin down) (Ha) = 0.0197 / 0.0197
- ⟨S²⟩ = 0.766
- 2S+1 = 2
- total charge = -1

Mulliken atomic charge list, values in e, 4 entries: -0.177, -0.055, 0.254, 0.186



Among the records above, which one has the lowest total charge? C44H37Br6N7O14



Which of these has the highest total charge? C44H36F9MgN7P



What is the total charge in the second record? -1